Entry 1:
{"formula": "CH2N2O3Si", "method": "wB97M-V/def2-TZVPD", "species": ["C", "N", "N", "O", "O", "O", "Si", "H", "H"], "coordinates": [[-0.781, -0.507, -2.352], [-1.548, -0.906, -3.089], [0.267, -0.731, 1.132], [0.980, -1.682, 1.213], [-0.732, -0.507, 1.802], [-0.071, 1.884, 0.685], [0.738, 0.667, 0.012], [-0.814, 1.578, 1.226], [1.961, 0.204, -0.629]], "atomic_forces_ev_per_a": [[2.86, 2.05, 3.79], [-1.68, -0.95, -1.77], [-0.58, 1.24, 0.07], [0.71, -1.12, -0.04], [-0.18, -0.19, 0.11], [1.33, 0.14, -1.08], [-2.71, -1.90, -1.35], [-0.18, -0.22, 0.19], [0.42, 0.96, 0.07]], "mulliken_charge": [-0.264, -0.334, 0.967, -0.522, -0.610, -0.321, 0.632, 0.422, 0.030], "e_above_lowest_kcal_mol": 96.1, "total_charge": 0, "lumo_energy_ha": -0.0870}

---

Entry 2:
{"formula": "C22H65N4O12", "method": "wB97M-V/def2-TZVPD", "species": ["C", "O", "O", "O", "H", "C", "C", "C", "O", "C", "N", "H", "H", "H", "H", "H", "H", "H", "H", "H", "H", "H", "C", "C", "C", "O", "C", "N", "H", "H", "H", "H", "H", "H", "H", "H", "H", "H", "H", "C", "C", "C", "O", "C", "N", "H", "H", "H", "H", "H", "H", "H", "H", "H", "H", "H", "C", "C", "C", "O", "C", "N", "H", "H", "H", "H", "H", "H", "H", "H", "H", "H", "H", "C", "O", "H", "H", "H", "H", "C", "O", "H", "H", "H", "H", "C", "O", "H", "H", "H", "H", "C", "O", "H", "H", "H", "H", "C", "O", "H", "H", "H", "H"], "coordinates": [[29.121, 35.952, 46.510], [28.535, 37.040, 46.641], [30.257, 35.841, 45.754], [28.627, 34.919, 46.905], [30.667, 36.721, 45.554], [25.407, 31.825, 45.909], [25.411, 33.244, 46.414], [24.026, 33.898, 46.544], [23.241, 33.682, 45.357], [21.900, 34.186, 45.364], [26.171, 33.278, 47.645], [26.463, 31.409, 45.774], [24.900, 31.906, 44.884], [25.164, 31.202, 46.770], [25.853, 33.843, 45.730], [23.979, 35.049, 46.960], [23.354, 33.280, 47.410], [21.533, 33.538, 44.585], [21.766, 35.221, 45.043], [21.412, 34.107, 46.436], [27.181, 33.350, 47.326], [26.114, 34.173, 48.119], [33.820, 40.584, 44.933], [32.690, 40.186, 45.821], [31.618, 39.440, 45.036], [30.899, 40.273, 44.185], [29.786, 39.551, 43.628], [33.137, 39.187, 46.850], [34.358, 39.811, 44.540], [34.447, 41.073, 45.466], [33.260, 41.286, 44.290], [32.208, 41.125, 46.280], [30.910, 39.091, 45.909], [31.971, 38.482, 44.398], [29.102, 40.250, 42.987], [29.024, 39.303, 44.349], [30.226, 38.775, 42.931], [33.273, 39.738, 47.573], [32.270, 38.831, 47.569], [30.954, 39.695, 49.961], [29.769, 39.128, 49.035], [28.988, 40.243, 48.364], [28.320, 40.931, 49.323], [27.364, 41.937, 48.747], [30.502, 38.273, 48.069], [31.725, 40.337, 49.568], [31.490, 38.928, 50.401], [30.580, 40.402, 50.835], [29.289, 38.601, 49.686], [28.331, 39.634, 47.678], [29.538, 40.729, 47.638], [27.802, 42.858, 48.200], [26.882, 42.492, 49.459], [26.591, 41.523, 48.101], [30.518, 37.378, 48.553], [29.763, 38.155, 47.400], [29.817, 36.106, 52.008], [30.524, 35.221, 51.025], [30.419, 33.701, 51.216], [31.095, 33.209, 52.252], [31.277, 31.714, 52.302], [30.160, 35.602, 49.677], [29.909, 37.170, 51.888], [30.584, 36.271, 52.851], [28.850, 35.900, 52.363], [31.651, 35.277, 50.838], [30.690, 33.208, 50.319], [29.450, 33.466, 51.155], [31.743, 31.613, 51.395], [30.253, 31.322, 52.265], [32.013, 31.510, 53.130], [29.336, 35.159, 49.333], [30.831, 35.191, 48.923], [26.399, 37.042, 49.499], [26.901, 35.834, 48.949], [26.901, 37.252, 50.416], [25.339, 37.268, 49.549], [26.752, 37.879, 48.684], [27.587, 36.170, 48.397], [33.564, 35.923, 45.867], [33.999, 37.136, 45.309], [32.894, 36.092, 46.741], [34.526, 35.169, 46.169], [32.927, 35.273, 45.269], [34.085, 37.662, 46.097], [25.353, 37.698, 45.549], [26.567, 38.597, 45.740], [25.908, 36.821, 45.405], [24.925, 38.322, 44.925], [24.776, 37.489, 46.419], [27.276, 37.919, 46.170], [28.795, 32.806, 44.233], [28.238, 34.054, 43.906], [28.166, 31.790, 43.965], [28.693, 32.814, 45.189], [29.781, 32.632, 43.899], [28.382, 34.808, 44.625], [30.473, 32.160, 47.668], [30.884, 33.515, 47.523], [29.460, 32.237, 47.727], [30.784, 31.767, 48.617], [30.791, 31.344, 46.970], [30.176, 34.153, 47.332]], "atomic_forces_ev_per_a": [[-0.68, 1.28, -1.50], [0.36, 1.56, -0.05], [0.70, 1.03, 0.16], [0.21, -2.98, 0.92], [-0.76, -0.77, 0.30], [1.18, 0.06, -1.28], [-1.21, -0.38, 1.64], [-3.33, -0.59, 3.15], [0.77, 1.28, 0.70], [0.58, -0.69, 1.67], [1.88, 0.21, 0.17], [-0.98, 1.18, -0.31], [0.22, -1.28, 1.69], [-1.45, -0.36, -0.51], [1.76, 1.90, -2.66], [0.59, -2.61, -1.36], [1.86, 1.52, -1.67], [-1.30, -0.08, 0.12], [0.51, 0.19, 0.05], [0.73, -0.30, -2.10], [-1.48, -0.39, 0.61], [-0.38, 0.17, 0.05], [-5.41, 0.17, -1.69], [-1.15, -1.70, 0.38], [-1.42, -2.20, 1.03], [-1.18, 0.33, -0.66], [-0.17, 1.89, -2.26], [-3.30, -2.65, -0.74], [0.74, -2.28, -1.70], [4.36, 3.78, 3.54], [1.06, -0.37, -0.73], [0.55, -1.30, -0.53], [1.01, 0.13, -1.86], [-0.19, 1.95, 1.69], [1.82, -0.74, 0.68], [0.30, -1.16, 0.75], [-0.99, 0.29, 1.04], [2.90, 3.93, 4.51], [1.04, 0.04, -3.47], [-2.60, 3.05, 1.28], [7.06, 4.65, -1.87], [-1.23, -4.63, -0.66], [-2.60, 3.53, -0.18], [2.34, -0.20, -1.80], [-0.97, 0.81, 0.87], [0.06, 0.25, -1.27], [0.80, -1.97, 1.01], [0.26, -1.62, -1.47], [-3.88, -3.22, 3.50], [-0.48, 0.62, 0.52], [1.78, 2.00, -0.99], [0.39, -1.93, 0.22], [-1.17, 0.48, 2.79], [0.34, -0.60, -0.10], [0.24, -0.31, -0.04], [0.06, -0.64, -1.05], [4.13, 1.25, 2.41], [2.31, -0.87, -2.02], [0.92, 1.47, -1.74], [1.82, -1.66, 3.91], [-0.89, 3.60, 1.13], [1.11, -0.50, -3.22], [-0.60, 0.68, -1.80], [-1.36, -1.45, 0.03], [-1.10, -0.83, 0.33], [-1.00, 0.96, 1.83], [1.34, -0.14, -1.60], [-4.71, -1.01, 0.88], [1.27, -1.39, -2.33], [0.54, -0.63, 0.63], [-1.43, 0.00, -0.66], [-1.42, -0.20, 0.22], [-0.91, 0.80, 2.16], [1.68, 2.81, -3.12], [-1.73, -0.14, 1.18], [0.13, 0.31, 0.90], [-0.39, -1.10, 0.10], [-0.76, -1.37, 2.15], [0.96, -0.27, -1.22], [1.58, -2.44, 1.40], [-0.12, -1.61, -0.70], [0.82, -0.05, -0.06], [-2.44, 2.02, -0.45], [0.20, 0.41, -0.86], [-0.05, 1.49, 0.39], [4.89, 0.21, 3.62], [0.80, -2.50, 2.25], [-0.48, -1.85, -1.83], [-2.99, 1.51, -3.97], [-0.56, 0.48, 1.14], [-1.77, 2.34, -1.31], [-2.14, -1.65, -3.89], [-0.35, 2.54, -0.06], [0.91, 2.82, -0.20], [0.44, -0.76, 6.51], [1.23, 0.12, -0.45], [-0.12, -3.19, -1.98], [1.42, 0.48, 0.00], [2.10, -0.70, -0.13], [-3.21, -0.66, -0.11], [0.45, 0.04, 0.83], [-0.01, 1.36, -0.36], [-0.65, -1.05, -0.43]], "mulliken_charge": [0.439, -0.328, -0.464, 0.465, 0.260, -1.599, 1.466, -0.484, -0.279, -0.667, -0.765, 0.257, 0.295, 0.439, -0.149, 0.188, 0.256, 0.252, 0.215, 0.263, -0.242, 0.490, -2.125, 0.602, 0.691, -0.438, -0.363, -0.635, 0.360, 0.692, 0.378, 0.289, -0.606, 0.415, 0.241, 0.023, 0.288, 0.468, 0.085, -1.893, 1.119, -0.678, -0.457, -0.858, 0.314, 0.412, 0.537, 0.268, 0.125, 0.131, 0.567, 0.273, 0.416, 0.293, 0.011, -0.640, -1.633, 0.457, -0.644, -0.449, -0.781, -0.105, 0.309, 0.355, 0.301, 0.385, 0.113, 0.666, 0.333, 0.297, 0.256, -0.183, 0.090, -0.526, -0.593, 0.217, 0.367, -0.033, 0.030, -0.485, -0.480, 0.118, 0.219, 0.236, 0.343, -0.750, -0.661, 0.208, 0.518, 0.156, 0.165, 0.159, -0.623, 0.216, -0.443, 0.298, 0.413, -0.806, -0.516, 0.255, 0.181, 0.254, 0.184], "e_above_lowest_kcal_mol": 0.1, "total_charge": -1, "lumo_energy_ha": 0.0971}

---

Entry 3:
{"formula": "C6H10O", "method": "wB97M-V/def2-TZVPD", "species": ["C", "C", "C", "C", "C", "C", "O", "H", "H", "H", "H", "H", "H", "H", "H", "H", "H"], "coordinates": [[-2.174, -0.567, -0.713], [-1.445, 0.655, -0.248], [-0.176, 0.906, -0.572], [0.827, 1.231, 0.450], [0.836, -0.524, 0.584], [2.257, -0.737, 0.332], [2.706, -0.966, -0.771], [-2.075, -1.372, 0.046], [-1.763, -0.970, -1.646], [-3.240, -0.382, -0.824], [-1.837, 1.167, 0.629], [0.331, 0.489, -1.443], [1.731, 1.788, 0.108], [0.489, 1.701, 1.388], [0.269, -1.205, -0.100], [0.401, -0.702, 1.565], [2.863, -0.511, 1.218]], "atomic_forces_ev_per_a": [[-0.27, 0.15, -0.27], [-0.18, 0.26, -0.13], [-0.99, 0.80, -0.81], [-0.23, -1.05, 0.00], [0.82, 0.29, 0.69], [0.51, -0.09, 0.16], [-0.01, -0.11, 0.59], [0.05, 0.38, -0.21], [-0.14, 0.17, 0.08], [-0.14, -0.15, -0.18], [0.03, -0.25, 0.12], [-0.57, -0.03, -0.19], [-0.36, -1.11, 0.11], [-0.16, -0.56, -0.38], [0.29, 1.33, 0.15], [0.56, 0.02, 0.31], [0.78, -0.06, -0.03]], "mulliken_charge": [-1.195, -0.137, -0.236, -0.713, -0.418, -0.188, -0.506, 0.266, 0.333, 0.386, 0.323, 0.329, 0.316, 0.357, 0.314, 0.407, 0.362], "e_above_lowest_kcal_mol": 70.4, "smiles": "C/C=C/CCC=O", "total_charge": 0, "lumo_energy_ha": 0.0319}

---

Entry 4:
{"formula": "C18H14F6N5OPt", "method": "wB97M-V/def2-TZVPD", "species": ["Pt", "N", "C", "N", "C", "N", "N", "C", "C", "C", "C", "C", "C", "N", "C", "C", "C", "C", "C", "C", "H", "H", "H", "H", "H", "H", "H", "H", "H", "H", "H", "C", "C", "O", "C", "F", "F", "F", "C", "F", "F", "F", "H", "H", "H"], "coordinates": [[0.809, 0.222, 0.190], [-0.349, -3.339, 2.351], [-0.287, -2.409, 1.408], [0.434, -1.327, 1.515], [1.160, -1.089, 2.697], [1.812, 0.027, 2.852], [1.663, 0.859, 1.808], [2.222, 2.026, 1.734], [2.002, 2.735, 0.497], [2.424, 4.037, 0.253], [2.047, 4.662, -0.921], [1.251, 3.979, -1.832], [0.893, 2.670, -1.559], [1.276, 2.065, -0.441], [1.159, -2.095, 3.731], [1.899, -1.973, 4.911], [1.877, -2.987, 5.842], [1.110, -4.132, 5.625], [0.361, -4.266, 4.473], [0.389, -3.248, 3.530], [-0.913, -4.162, 2.198], [-0.858, -2.569, 0.505], [2.789, 2.417, 2.569], [3.021, 4.539, 1.002], [2.361, 5.676, -1.128], [0.921, 4.448, -2.746], [0.309, 2.069, -2.243], [2.486, -1.079, 5.068], [2.461, -2.897, 6.747], [1.096, -4.923, 6.362], [-0.243, -5.149, 4.303], [0.915, -0.723, -3.905], [0.590, -1.249, -2.505], [0.149, -0.243, -1.680], [-0.556, -2.293, -2.626], [-0.164, -3.441, -3.197], [-1.065, -2.615, -1.412], [-1.565, -1.803, -3.348], [1.858, -1.974, -1.980], [2.800, -1.066, -1.647], [1.614, -2.700, -0.863], [2.409, -2.793, -2.874], [0.073, -0.135, -4.261], [1.098, -1.543, -4.597], [1.801, -0.092, -3.855]], "atomic_forces_ev_per_a": [[-0.46, -0.29, 0.06], [0.04, -0.01, 0.08], [-0.08, -0.19, -0.07], [0.39, 0.06, -0.13], [-0.04, 0.53, -0.42], [0.03, -0.32, 1.02], [0.11, 0.65, -0.92], [-0.08, -0.85, 0.69], [-0.21, 0.74, -0.77], [-0.01, -0.43, 0.48], [-0.18, -0.02, -0.40], [0.24, 0.25, 0.22], [0.06, -0.15, -0.20], [0.20, 0.16, 0.08], [-0.16, -0.38, 0.03], [0.04, -0.03, 0.02], [0.08, 0.09, 0.05], [-0.11, 0.00, -0.15], [-0.02, -0.09, 0.12], [0.17, 0.26, 0.03], [-0.05, 0.04, -0.09], [0.09, 0.03, 0.09], [0.08, 0.03, -0.03], [0.00, 0.06, -0.04], [0.00, 0.01, 0.04], [-0.01, -0.03, -0.02], [0.00, -0.08, 0.07], [0.01, -0.01, -0.01], [-0.02, 0.01, 0.01], [0.01, 0.00, 0.01], [0.01, 0.00, 0.00], [-0.06, 0.00, 0.05], [-0.10, -0.42, 0.04], [0.05, 0.19, 0.29], [0.13, 0.04, -0.20], [-0.06, 0.07, 0.04], [-0.09, -0.06, -0.15], [0.01, -0.01, 0.08], [0.17, 0.26, 0.10], [-0.10, -0.10, -0.07], [-0.01, -0.01, -0.05], [-0.07, -0.03, 0.04], [0.00, 0.00, 0.02], [0.02, 0.04, -0.05], [0.00, 0.00, 0.01]], "mulliken_charge": [0.689, 0.113, -0.506, -0.642, 0.567, -1.078, 0.366, -0.391, 0.786, -0.846, -0.195, -0.796, 0.125, -0.095, 0.760, -0.323, -0.791, -0.402, -0.958, 0.188, 0.279, 0.987, 0.472, 0.412, 0.435, 0.408, 0.467, 0.481, 0.419, 0.420, 0.404, -1.951, 1.537, -0.917, 0.546, -0.274, -0.268, -0.261, 0.207, -0.240, -0.191, -0.275, 0.450, 0.443, 0.439], "total_charge": 1, "lumo_energy_ha": -0.1649}

---

| no. | HOMO energy (eV) |
| --- | --- |
| 1 | -10.443 |
| 2 | -6.474 |
| 3 | -8.120 |
| 4 | -11.565 |